Entry 1:
{
  "formula": "C4H5NO",
  "method": "ωB97M-V/def2-TZVPD",
  "lumo_energy_ev": 0.5613,
  "e_tot_ev": -7764.133,
  "smiles": "N=C=O.C#CC",
  "multiplicity": 1,
  "relative_energy_kcal_mol": 55.2,
  "orbital_gap_ev": 10.5760,
  "molar_mass_g_mol": 83.09,
  "homo_energy_ev": -10.015,
  "symbols": ["N", "C", "O", "H", "C", "C", "C", "H", "H", "H", "H"],
  "coordinates": [[-3.322, 1.385, -1.572], [-2.724, 0.378, -1.293], [-2.667, -0.777, -1.163], [-3.132, 2.337, -1.794], [0.235, -1.127, 0.229], [1.167, -0.457, 0.579], [2.511, -0.097, 1.148], [-0.675, -1.599, -0.006], [3.272, -0.790, 0.793], [2.809, 0.904, 0.844], [2.525, -0.157, 2.235]],
  "lowdin_charge": [0.1997, -0.3976, 0.1300, 0.0722, 0.0815, -0.1733, -0.1147, -0.0014, 0.0716, 0.0617, 0.0702]
}

***

Entry 2:
{
  "formula": "C51H44BrGeN4NaO3Si",
  "method": "ωB97M-V/def2-TZVPD",
  "lumo_energy_ev": [3.6067, 3.6106],
  "e_tot_ev": -204561.492,
  "multiplicity": 1,
  "charge": -2,
  "relative_energy_kcal_mol": 17.8,
  "orbital_gap_ev": [4.2519, 3.4739],
  "molar_mass_g_mol": 964.53,
  "homo_energy_ev": [-0.645, 0.137],
  "symbols": ["Na", "Br", "C", "C", "C", "C", "O", "C", "C", "N", "C", "C", "C", "C", "C", "C", "C", "C", "N", "C", "C", "H", "H", "H", "H", "H", "H", "H", "H", "H", "H", "N", "C", "C", "C", "C", "N", "C", "C", "H", "H", "H", "H", "O", "C", "O", "C", "C", "Ge", "C", "C", "C", "C", "C", "C", "C", "C", "C", "C", "C", "C", "C", "C", "C", "C", "C", "C", "H", "H", "H", "H", "H", "H", "H", "H", "H", "H", "H", "H", "H", "H", "H", "H", "H", "H", "H", "C", "Si", "C", "C", "C", "C", "C", "C", "C", "H", "H", "H", "H", "H", "H", "H", "H", "H", "H", "H"],
  "coordinates": [[-0.724, -1.531, -0.594], [-0.432, 3.046, -7.129], [-0.807, 1.649, -5.876], [-2.105, 1.173, -5.785], [-2.333, 0.099, -4.916], [-1.326, -0.438, -4.144], [-1.514, -1.608, -3.472], [-0.016, 0.152, -4.131], [1.038, -0.202, -3.249], [0.898, -0.871, -2.110], [1.962, -0.908, -1.257], [2.945, 0.084, -1.195], [4.035, 0.008, -0.318], [4.189, -1.043, 0.544], [3.201, -2.057, 0.564], [3.272, -3.145, 1.461], [2.295, -4.097, 1.468], [1.231, -3.963, 0.556], [1.137, -2.979, -0.301], [2.089, -2.010, -0.313], [0.216, 1.162, -5.098], [-2.901, 1.591, -6.383], [-3.324, -0.341, -4.870], [2.026, 0.162, -3.545], [2.828, 0.971, -1.803], [4.758, 0.816, -0.316], [5.026, -1.102, 1.229], [4.108, -3.198, 2.151], [2.310, -4.928, 2.161], [0.426, -4.690, 0.547], [1.211, 1.581, -5.182], [-6.464, -5.633, 2.768], [-5.633, -5.058, 2.183], [-4.636, -4.380, 1.475], [-4.647, -2.957, 1.284], [-3.656, -2.356, 0.563], [-2.616, -3.000, -0.049], [-2.593, -4.343, 0.172], [-3.516, -5.054, 0.883], [-5.431, -2.352, 1.722], [-3.662, -1.274, 0.457], [-1.770, -4.877, -0.297], [-3.405, -6.127, 0.985], [-0.092, 0.571, 2.906], [-0.757, 0.640, 1.855], [-0.971, -0.267, 1.010], [-1.431, 1.988, 1.549], [-1.166, 3.084, 2.573], [0.706, 3.552, 2.878], [1.400, 4.160, 1.133], [0.575, 4.913, 0.294], [1.016, 5.369, -0.939], [2.307, 5.081, -1.362], [3.144, 4.341, -0.543], [2.692, 3.883, 0.691], [2.133, 2.509, 3.716], [2.667, 2.922, 4.935], [3.700, 2.219, 5.548], [4.215, 1.085, 4.941], [3.691, 0.659, 3.727], [2.657, 1.358, 3.122], [0.627, 5.228, 3.935], [1.720, 6.098, 3.966], [1.692, 7.271, 4.706], [0.559, 7.603, 5.440], [-0.540, 6.757, 5.419], [-0.501, 5.583, 4.672], [-2.504, 1.801, 1.454], [-1.092, 2.301, 0.557], [-1.622, 2.839, 3.535], [-1.612, 4.025, 2.226], [-0.440, 5.144, 0.602], [0.349, 5.937, -1.576], [2.651, 5.423, -2.331], [4.149, 4.101, -0.870], [3.360, 3.295, 1.310], [2.275, 3.804, 5.427], [4.092, 2.558, 6.500], [5.015, 0.528, 5.415], [4.071, -0.236, 3.249], [2.245, 0.984, 2.194], [2.610, 5.854, 3.394], [2.554, 7.928, 4.712], [0.533, 8.517, 6.021], [-1.429, 7.008, 5.985], [-1.372, 4.937, 4.667], [-2.251, -3.160, -5.782], [-2.479, -2.883, -3.936], [-4.275, -2.630, -3.520], [-1.755, -4.377, -3.088], [-2.543, -5.495, -2.816], [-1.980, -6.670, -2.336], [-0.613, -6.738, -2.108], [0.186, -5.626, -2.354], [-0.382, -4.460, -2.847], [-3.142, -3.644, -6.194], [-1.405, -3.832, -5.940], [-2.069, -2.244, -6.347], [-4.930, -3.117, -4.248], [-4.519, -1.566, -3.501], [-4.495, -3.027, -2.528], [-3.619, -5.448, -2.952], [-2.614, -7.517, -2.106], [-0.173, -7.646, -1.712], [1.249, -5.664, -2.151], [0.243, -3.588, -3.012]],
  "lowdin_charge": [0.3000, 0.6396, -0.7126, -0.1642, -0.0549, -0.2576, -0.1097, -0.1371, -0.1262, 0.0425, -0.2256, -0.0393, -0.1085, -0.0966, -0.1630, -0.0299, -0.0580, -0.1275, 0.1127, -0.1360, -0.1080, 0.0814, 0.0954, 0.1022, 0.0912, 0.0946, 0.0924, 0.1075, 0.0952, 0.0987, 0.0965, 0.0432, -0.2991, -0.2891, -0.0783, -0.1908, 0.0047, -0.2039, -0.0725, 0.0880, 0.0908, 0.0687, 0.0886, -0.0313, -0.6696, -0.0852, -0.1772, -0.2846, 1.0461, -0.2485, -0.1080, -0.0954, -0.1055, -0.0997, -0.1008, -0.2557, -0.1127, -0.1096, -0.1071, -0.0754, -0.1032, -0.2668, -0.1159, -0.1033, -0.1170, -0.1052, -0.1046, 0.1091, 0.1049, 0.0709, 0.0584, 0.0952, 0.0959, 0.0937, 0.0944, 0.0898, 0.0853, 0.0892, 0.0902, 0.0827, 0.1009, 0.1033, 0.0929, 0.0895, 0.0926, 0.0902, -0.1329, 0.5047, -0.1375, -0.2334, -0.1073, -0.1074, -0.1065, -0.1005, -0.0833, 0.0264, 0.0308, 0.0264, 0.0314, 0.0282, 0.0308, 0.1029, 0.0978, 0.0931, 0.0994, 0.0982]
}

***

Entry 3:
{
  "formula": "C3H12O5",
  "method": "ωB97M-V/def2-TZVPD",
  "lumo_energy_ev": 0.4152,
  "e_tot_ev": -13542.077,
  "smiles": "O=CCCO.O.O.O",
  "multiplicity": 1,
  "relative_energy_kcal_mol": 41.0,
  "orbital_gap_ev": 9.7839,
  "molar_mass_g_mol": 128.12,
  "homo_energy_ev": -9.369,
  "symbols": ["O", "C", "C", "C", "O", "H", "H", "H", "H", "H", "H", "O", "H", "H", "O", "H", "H", "O", "H", "H"],
  "coordinates": [[1.123, -0.431, 1.537], [-0.047, -0.262, 1.300], [-0.514, 1.136, 0.892], [-1.892, 1.404, 1.518], [-2.916, 0.637, 0.947], [-0.806, -1.050, 1.421], [0.258, 1.686, 1.435], [-0.457, 1.302, -0.183], [-1.784, 1.230, 2.590], [-1.993, 2.498, 1.558], [-2.985, 0.941, 0.036], [-0.276, -1.875, -1.303], [0.550, -1.846, -1.790], [-0.935, -1.389, -1.807], [1.209, 0.352, -2.055], [1.189, 0.819, -2.895], [1.974, -0.241, -2.073], [2.939, -1.425, -0.689], [2.237, -2.087, -0.698], [3.127, -1.401, 0.258]],
  "lowdin_charge": [0.0299, -0.2636, -0.1307, -0.2972, -0.0413, 0.1257, 0.1203, 0.1064, 0.1186, 0.1146, 0.0923, -0.0516, 0.0046, 0.0431, -0.0613, 0.0457, 0.0138, -0.0499, 0.0312, 0.0494]
}